{"formula": "C16H10ClF6N3S", "method": "wB97M-V/def2-TZVPD", "fmax_ha_per_bohr": 0.0225, "orbital_gap_ev": 7.9012, "e_homo_ev": -8.45, "species": ["F", "C", "F", "F", "C", "C", "C", "C", "Cl", "C", "N", "C", "S", "N", "N", "C", "C", "C", "C", "C", "C", "C", "C", "F", "F", "F", "C", "H", "H", "H", "H", "H", "H", "H", "H", "H", "H"], "xyz": [[0.302, 3.602, -2.144], [0.014, 2.404, -1.609], [-0.320, 1.599, -2.623], [-1.109, 2.586, -0.883], [1.139, 1.869, -0.768], [1.725, 2.706, 0.174], [2.760, 2.225, 0.954], [3.170, 0.908, 0.824], [4.452, 0.311, 1.818], [2.558, 0.045, -0.094], [2.985, -1.269, -0.188], [2.282, -2.387, -0.518], [3.060, -3.762, -0.982], [0.925, -2.392, -0.416], [0.239, -1.422, 0.182], [-1.034, -1.478, 0.261], [-1.747, -0.383, 0.885], [-1.037, 0.585, 1.601], [-1.681, 1.659, 2.178], [-3.055, 1.792, 2.059], [-3.782, 0.843, 1.363], [-3.139, -0.239, 0.781], [-3.953, -1.250, 0.021], [-3.879, -2.485, 0.562], [-5.256, -0.949, -0.026], [-3.555, -1.386, -1.259], [1.560, 0.559, -0.921], [1.386, 3.724, 0.281], [3.244, 2.865, 1.674], [3.959, -1.438, 0.037], [0.459, -3.239, -0.753], [-1.589, -2.323, -0.148], [0.031, 0.466, 1.689], [-1.111, 2.396, 2.722], [-3.564, 2.632, 2.505], [-4.852, 0.943, 1.267], [1.127, -0.058, -1.691]], "nbo_charge": [-0.322, 0.975, -0.319, -0.326, -0.142, -0.187, -0.218, -0.080, 0.021, 0.221, -0.620, 0.267, -0.196, -0.422, -0.234, 0.054, -0.064, -0.166, -0.186, -0.198, -0.169, -0.136, 0.972, -0.329, -0.317, -0.326, -0.192, 0.234, 0.236, 0.438, 0.399, 0.183, 0.232, 0.220, 0.221, 0.234, 0.243]}

=====

{"formula": "C33H33N6O6PS4Yb", "method": "wB97M-V/def2-TZVPD", "total_charge": -1, "fmax_ha_per_bohr": 0.0894, "orbital_gap_ev": [3.5413, 3.6886], "s_squared": 0.76, "spin_multiplicity": 2, "e_homo_ev": [-3.03, -3.03], "species": ["Yb", "S", "C", "S", "S", "O", "C", "C", "C", "C", "C", "C", "C", "P", "C", "C", "C", "C", "C", "C", "C", "C", "C", "C", "C", "C", "H", "H", "H", "H", "H", "H", "H", "H", "H", "H", "H", "H", "H", "H", "C", "N", "C", "C", "C", "N", "C", "O", "N", "H", "H", "H", "H", "H", "H", "H", "N", "C", "C", "C", "C", "C", "C", "S", "O", "O", "O", "H", "H", "H", "H", "H", "H", "C", "N", "C", "N", "O", "H", "H", "H", "H", "H", "H"], "xyz": [[1.955, 0.544, -0.037], [5.736, 0.648, 2.211], [4.693, 1.071, 0.982], [4.774, 0.083, -0.490], [3.641, 2.317, 1.539], [-0.381, 3.638, -0.841], [-1.264, 3.184, -0.150], [-2.609, 3.040, 0.127], [-3.597, 3.365, -0.833], [-4.962, 3.021, -0.687], [-5.300, 2.284, 0.440], [-4.313, 1.732, 1.291], [-2.997, 2.064, 1.143], [-1.652, 1.193, 1.893], [-0.821, 2.228, 3.121], [-0.980, 3.598, 3.104], [-0.190, 4.413, 3.939], [0.651, 3.848, 4.882], [0.687, 2.460, 4.978], [0.008, 1.641, 4.083], [-2.515, -0.047, 2.927], [-2.890, 0.252, 4.220], [-3.450, -0.753, 4.994], [-3.734, -2.007, 4.497], [-3.347, -2.306, 3.186], [-2.814, -1.289, 2.348], [-3.228, 3.816, -1.777], [-5.659, 3.327, -1.465], [-6.347, 2.053, 0.646], [-4.647, 1.127, 2.149], [-1.716, 4.083, 2.425], [-0.386, 5.480, 3.918], [1.345, 4.452, 5.424], [1.292, 2.002, 5.768], [0.111, 0.568, 4.082], [-2.728, 1.264, 4.631], [-3.618, -0.520, 6.052], [-4.110, -2.755, 5.156], [-3.430, -3.327, 2.814], [-2.561, -1.463, 1.293], [3.082, -3.343, 2.097], [1.777, -3.532, 1.503], [1.192, -4.783, 1.403], [-0.058, -4.925, 0.880], [-0.678, -3.723, 0.436], [-0.077, -2.528, 0.529], [1.123, -2.387, 1.123], [1.727, -1.326, 1.245], [-1.868, -3.809, -0.167], [3.593, -4.283, 2.249], [3.010, -2.840, 3.098], [3.643, -2.726, 1.407], [1.811, -5.595, 1.747], [-0.570, -5.882, 0.826], [-2.197, -4.732, -0.436], [-2.169, -3.036, -0.744], [2.395, 2.375, -1.839], [2.319, 1.923, -3.142], [1.264, 2.372, -3.979], [1.089, 1.814, -5.249], [1.845, 0.732, -5.634], [3.003, 0.377, -4.905], [3.222, 0.981, -3.685], [1.177, -0.512, -6.749], [0.089, -1.062, -5.834], [2.278, -1.451, -6.954], [0.638, 0.065, -7.951], [3.310, 2.739, -1.523], [1.725, 3.105, -1.693], [0.586, 3.120, -3.576], [0.333, 2.206, -5.939], [3.643, -0.421, -5.278], [4.111, 0.705, -3.093], [2.766, -2.745, -3.143], [1.544, -2.095, -3.515], [0.854, -1.284, -2.687], [-0.403, -0.939, -3.076], [1.356, -0.825, -1.601], [3.323, -2.994, -4.075], [2.569, -3.678, -2.532], [3.334, -2.019, -2.570], [1.114, -2.243, -4.427], [-0.612, -0.844, -4.070], [-0.863, -0.282, -2.464]], "lowdin_spin": [0.001, 0.000, 0.000, 0.000, 0.000, 0.269, 0.439, 0.105, 0.049, 0.002, 0.028, -0.002, 0.035, 0.042, 0.010, 0.004, 0.001, -0.001, 0.001, 0.000, 0.010, 0.002, 0.001, 0.000, 0.000, 0.001, 0.001, 0.000, 0.002, 0.000, 0.001, 0.000, 0.000, 0.000, 0.000, 0.000, 0.000, 0.000, 0.000, 0.000, 0.000, 0.000, 0.000, 0.000, 0.000, 0.000, 0.000, 0.000, 0.000, 0.000, 0.000, 0.000, 0.000, 0.000, 0.000, 0.000, 0.000, 0.000, 0.000, 0.000, 0.000, 0.000, 0.000, 0.000, 0.000, 0.000, 0.000, 0.000, -0.001, 0.000, 0.000, 0.000, 0.000, 0.000, 0.000, 0.000, 0.000, 0.000, 0.000, 0.000, 0.000, 0.000, 0.000, 0.000]}

=====

{"formula": "C18H23ClN2O6", "method": "wB97M-V/def2-TZVPD", "fmax_ha_per_bohr": 0.0145, "orbital_gap_ev": 8.8491, "e_homo_ev": -8.29, "species": ["C", "C", "C", "O", "C", "C", "O", "C", "O", "C", "C", "C", "N", "C", "O", "N", "C", "C", "C", "C", "Cl", "C", "O", "C", "O", "C", "C", "H", "H", "H", "H", "H", "H", "H", "H", "H", "H", "H", "H", "H", "H", "H", "H", "H", "H", "H", "H", "H", "H", "H"], "xyz": [[4.803, 0.888, 2.813], [4.570, 0.270, 1.441], [4.127, 1.320, 0.429], [3.894, 0.667, -0.809], [3.563, 1.509, -1.877], [2.122, 2.052, -1.806], [1.230, 0.968, -1.593], [0.783, 0.786, -0.338], [0.933, 1.604, 0.544], [0.075, -0.478, -0.145], [0.206, -1.583, -0.912], [1.066, -1.702, -2.126], [-0.473, -2.724, -0.550], [-1.008, -2.948, 0.713], [-1.417, -4.043, 1.031], [-0.975, -1.875, 1.534], [-0.832, -0.513, 1.070], [-2.164, 0.130, 0.714], [-2.298, 1.505, 0.801], [-3.493, 2.107, 0.439], [-3.666, 3.817, 0.538], [-4.573, 1.351, 0.000], [-5.742, 1.944, -0.341], [-4.428, -0.044, -0.080], [-5.550, -0.703, -0.519], [-5.504, -2.108, -0.609], [-3.231, -0.643, 0.268], [3.889, 1.350, 3.180], [5.578, 1.650, 2.764], [5.114, 0.126, 3.523], [5.483, -0.207, 1.080], [3.794, -0.494, 1.502], [4.907, 2.085, 0.300], [3.214, 1.810, 0.789], [3.666, 0.888, -2.772], [4.257, 2.360, -1.945], [2.011, 2.775, -0.992], [1.853, 2.517, -2.756], [1.181, -2.745, -2.414], [2.047, -1.274, -1.933], [0.626, -1.151, -2.955], [-0.372, -3.554, -1.117], [-1.403, -2.008, 2.438], [-0.361, 0.079, 1.864], [-1.474, 2.112, 1.138], [-6.361, 1.251, -0.608], [-4.752, -2.437, -1.332], [-6.492, -2.412, -0.952], [-5.300, -2.566, 0.363], [-3.124, -1.713, 0.204]], "nbo_charge": [-0.606, -0.407, -0.072, -0.540, -0.078, -0.116, -0.513, 0.799, -0.636, -0.248, 0.307, -0.655, -0.628, 0.782, -0.635, -0.613, -0.061, -0.031, -0.243, -0.066, 0.024, 0.214, -0.652, 0.313, -0.529, -0.251, -0.320, 0.206, 0.201, 0.213, 0.201, 0.204, 0.157, 0.190, 0.187, 0.172, 0.214, 0.197, 0.208, 0.258, 0.244, 0.419, 0.416, 0.241, 0.245, 0.498, 0.180, 0.202, 0.184, 0.224]}

=====

{"formula": "C28H31ClF2IrN6O7S", "method": "wB97M-V/def2-TZVPD", "total_charge": 2, "fmax_ha_per_bohr": 0.0902, "orbital_gap_ev": [6.7463, 6.8875], "s_squared": 0.76, "spin_multiplicity": 2, "e_homo_ev": [-14.40, -14.43], "species": ["Ir", "O", "C", "O", "C", "C", "Cl", "N", "N", "C", "C", "O", "O", "C", "C", "C", "C", "C", "C", "H", "H", "H", "H", "H", "H", "N", "C", "C", "N", "H", "H", "H", "H", "H", "H", "H", "H", "O", "C", "N", "C", "O", "C", "C", "C", "C", "N", "C", "H", "H", "H", "H", "H", "H", "H", "H", "F", "C", "F", "H", "C", "S", "O", "C", "C", "C", "C", "C", "C", "H", "H", "H", "H", "H", "H", "H", "H"], "xyz": [[-0.501, 1.141, 0.619], [1.454, 3.523, 5.794], [2.184, 2.461, 5.533], [2.963, 1.983, 6.305], [2.025, 1.811, 4.173], [2.771, 0.714, 3.749], [3.948, -0.130, 4.602], [2.352, 0.372, 2.499], [1.358, 1.205, 2.114], [1.163, 2.063, 3.099], [0.098, 3.068, 2.877], [-0.079, 3.981, 3.648], [-0.595, 2.891, 1.782], [2.891, -0.627, 1.611], [4.258, -0.871, 1.581], [4.763, -1.826, 0.711], [3.919, -2.528, -0.135], [2.558, -2.257, -0.124], [2.043, -1.310, 0.746], [0.869, 3.814, 5.063], [4.928, -0.310, 2.214], [5.828, -2.014, 0.687], [4.317, -3.282, -0.799], [1.894, -2.794, -0.790], [0.987, -1.092, 0.747], [-1.295, 2.823, -0.824], [-2.717, 2.682, -1.106], [-3.399, 2.570, 0.228], [-2.759, 1.487, 1.009], [-1.133, 3.631, -0.225], [-0.755, 2.938, -1.676], [-2.877, 1.778, -1.695], [-3.118, 3.528, -1.666], [-4.463, 2.381, 0.082], [-3.293, 3.504, 0.777], [-3.231, 0.600, 0.868], [-2.784, 1.701, 2.003], [-1.027, -1.503, -5.713], [0.204, -0.858, -5.955], [0.670, -0.449, -4.648], [1.651, 0.470, -4.490], [2.223, 1.006, -5.412], [1.968, 0.831, -3.063], [3.237, 1.306, -2.747], [3.485, 1.740, -1.456], [2.456, 1.716, -0.533], [1.238, 1.255, -0.839], [1.000, 0.816, -2.080], [-1.370, -1.858, -6.541], [0.106, 0.032, -6.580], [0.928, -1.523, -6.435], [0.297, -0.969, -3.873], [3.992, 1.343, -3.523], [4.460, 2.106, -1.166], [2.598, 2.099, 0.466], [0.000, 0.467, -2.280], [-2.358, -0.572, 2.276], [-1.043, -0.329, 2.238], [-0.719, 0.245, 3.398], [-0.497, -1.268, 2.135], [-2.171, -2.237, -2.518], [-2.586, -1.039, -1.252], [-1.219, -0.451, -0.845], [-3.025, -2.175, 0.041], [-4.331, -2.159, 0.508], [-4.684, -3.013, 1.546], [-3.734, -3.858, 2.102], [-2.422, -3.853, 1.632], [-2.060, -3.006, 0.599], [-1.389, -2.905, -2.160], [-1.870, -1.712, -3.425], [-3.087, -2.798, -2.710], [-5.067, -1.495, 0.068], [-5.696, -3.010, 1.926], [-4.010, -4.520, 2.911], [-1.681, -4.504, 2.077], [-1.037, -2.974, 0.238]], "lowdin_spin": [0.692, 0.000, 0.001, 0.002, 0.003, 0.008, 0.004, 0.009, 0.103, 0.009, 0.002, 0.001, 0.018, 0.000, 0.000, 0.000, 0.000, 0.000, -0.001, 0.000, 0.000, 0.000, 0.000, 0.000, 0.000, 0.092, 0.003, -0.002, -0.019, 0.001, 0.002, 0.000, 0.002, -0.001, 0.000, 0.000, 0.001, 0.000, 0.000, 0.000, 0.000, 0.001, 0.002, -0.003, 0.003, 0.004, 0.069, 0.002, 0.000, 0.000, 0.000, 0.000, 0.000, 0.001, 0.000, 0.000, -0.005, -0.002, -0.003, 0.001, 0.000, 0.000, 0.001, 0.000, 0.000, 0.000, 0.000, 0.000, 0.000, 0.000, 0.000, 0.000, 0.000, 0.000, 0.000, 0.000, 0.000]}

=====

{"formula": "C15H18F3N3O3S", "method": "wB97M-V/def2-TZVPD", "fmax_ha_per_bohr": 0.0143, "orbital_gap_ev": 8.6406, "e_homo_ev": -8.07, "species": ["O", "C", "O", "C", "S", "C", "C", "O", "N", "C", "C", "C", "N", "C", "C", "C", "C", "C", "F", "F", "F", "C", "N", "C", "C", "H", "H", "H", "H", "H", "H", "H", "H", "H", "H", "H", "H", "H", "H", "H", "H", "H", "H"], "xyz": [[-0.373, 1.070, 1.289], [-0.258, 2.204, 0.905], [0.274, 3.181, 1.627], [-0.660, 2.702, -0.459], [0.430, 1.970, -1.724], [2.075, 2.211, -0.968], [2.390, 1.255, 0.169], [2.548, 1.702, 1.294], [2.523, -0.061, -0.099], [2.860, -0.935, 1.012], [1.652, -1.711, 1.527], [1.033, -2.582, 0.429], [0.335, -1.789, -0.553], [-0.920, -1.323, -0.346], [-1.650, -1.579, 0.836], [-2.902, -1.038, 0.974], [-3.433, -0.270, -0.065], [-4.758, 0.404, 0.037], [-5.581, 0.100, -0.987], [-5.429, 0.109, 1.159], [-4.643, 1.754, 0.013], [-2.664, -0.111, -1.210], [-1.462, -0.619, -1.349], [1.073, -1.362, -1.716], [2.434, -0.691, -1.394], [0.701, 2.833, 2.428], [-1.661, 2.361, -0.718], [-0.588, 3.788, -0.507], [2.121, 3.227, -0.573], [2.789, 2.113, -1.784], [3.256, -0.303, 1.810], [3.644, -1.626, 0.684], [0.903, -0.998, 1.876], [1.965, -2.334, 2.365], [0.344, -3.309, 0.866], [1.816, -3.144, -0.089], [-1.234, -2.156, 1.643], [-3.472, -1.192, 1.878], [-3.035, 0.451, -2.058], [1.270, -2.225, -2.364], [0.425, -0.665, -2.248], [3.226, -1.448, -1.429], [2.637, 0.035, -2.181]], "nbo_charge": [-0.610, 0.794, -0.674, -0.638, 0.239, -0.636, 0.684, -0.655, -0.442, -0.216, -0.429, -0.212, -0.415, 0.444, -0.300, -0.131, -0.222, 0.972, -0.329, -0.324, -0.337, 0.076, -0.497, -0.243, -0.222, 0.514, 0.263, 0.239, 0.255, 0.245, 0.248, 0.184, 0.239, 0.211, 0.209, 0.198, 0.218, 0.230, 0.200, 0.187, 0.271, 0.196, 0.213]}